1.
137
Properties=species:S:1:pos:R:3:forces:R:3:lowdin_charge:R:1 method="wB97M-V/def2-TZVPD" lumo_ha=0.0612 homo_lumo_gap_ev=6.7 charge=-1 e_tot_ha=-3868.17273
C 8.741 4.906 1.940 -0.066 -0.398 -1.020 -0.14
C 9.391 3.629 1.151 -1.056 0.785 0.419 -0.24
C 8.846 3.731 -0.362 0.592 -0.661 0.251 -0.21
C 9.206 2.469 -1.290 -0.264 -0.343 -0.195 -0.22
C 8.825 1.036 -0.651 -0.163 0.388 -0.300 -0.22
C 7.232 0.763 -0.554 0.783 0.061 1.281 -0.20
C 6.984 -0.127 0.784 -0.415 -0.748 -0.614 -0.21
C 5.778 -1.208 0.595 0.538 0.356 0.197 -0.23
C 4.326 -0.508 0.454 0.501 -0.425 0.675 -0.20
C 3.647 -0.163 1.898 -0.021 0.469 -0.639 -0.21
C 2.199 -0.870 2.089 -0.118 0.584 0.711 -0.23
C 0.981 -0.021 1.476 -0.359 -0.829 -0.860 -0.24
C -0.450 -0.804 1.559 0.461 0.987 -0.472 -0.22
C -1.645 0.286 1.305 1.163 -1.216 0.715 -0.27
C -3.077 -0.429 1.429 0.524 0.092 0.159 -0.24
P -4.491 0.492 0.467 -0.585 -1.130 0.974 0.55
C -5.798 0.430 1.856 -0.570 0.313 1.072 -0.29
C -6.007 1.800 2.674 -1.680 -1.577 0.709 -0.22
C -7.541 1.786 3.257 -0.370 1.245 -1.025 -0.19
C -8.159 3.277 2.989 1.443 -0.215 1.470 -0.24
N -8.458 3.504 1.527 -2.249 1.838 0.787 0.01
C -9.116 4.809 1.326 0.497 1.397 0.577 -0.45
N -8.731 5.939 1.903 -0.858 -2.962 -1.106 0.08
N -10.296 4.834 0.401 0.652 0.055 0.028 0.02
N -3.672 2.025 0.952 -1.044 6.988 -5.184 -0.09
C -3.925 2.939 0.062 -1.293 -2.923 3.817 -0.70
S -4.809 4.010 -0.898 2.362 -1.933 1.731 0.51
O -3.624 0.583 -1.065 -0.801 -2.093 -0.640 -0.37
C -4.472 -0.053 -2.084 0.995 1.406 1.326 -0.12
C -5.487 -1.087 -1.317 0.254 0.561 1.053 -0.39
F -6.893 -0.648 -1.313 1.627 -0.303 -0.607 -0.05
C -5.530 -2.478 -2.124 -0.909 -0.405 -0.105 0.02
C -7.033 -2.795 -2.630 -2.297 -2.071 2.236 -0.34
O -7.782 -3.566 -1.951 3.131 2.816 -3.031 0.01
O -7.554 -2.212 -3.848 1.654 -1.616 1.533 0.02
O -5.111 -1.127 0.080 -0.815 -0.439 -5.091 -0.26
H 9.111 5.853 1.388 -0.540 -1.355 1.138 0.08
H 9.005 4.926 3.051 -0.338 0.062 -1.620 0.06
H 7.590 4.877 1.803 1.880 0.031 0.429 0.08
H 10.526 3.737 1.250 -1.507 -0.377 -0.421 0.11
H 9.057 2.653 1.676 0.633 1.762 -1.029 0.07
H 7.698 3.819 -0.315 1.735 0.023 -0.075 0.11
H 9.301 4.661 -0.846 -0.890 -1.252 0.649 0.09
H 8.603 2.584 -2.272 0.900 -0.180 1.400 0.11
H 10.314 2.445 -1.609 -1.642 0.230 0.713 0.10
H 9.297 0.228 -1.321 -0.657 1.062 1.124 0.11
H 9.266 0.938 0.412 -0.559 0.199 -1.789 0.10
H 6.863 0.228 -1.497 0.377 0.836 1.392 0.11
H 6.691 1.760 -0.389 0.668 -1.400 -0.606 0.10
H 7.958 -0.721 0.995 -1.618 0.967 -0.215 0.11
H 6.766 0.557 1.694 0.420 -1.079 -1.486 0.11
H 5.829 -1.919 1.506 -0.369 1.033 -1.431 0.10
H 6.010 -1.847 -0.346 -0.373 1.096 1.492 0.11
H 4.482 0.464 -0.147 -0.505 -1.659 0.717 0.10
H 3.637 -1.254 -0.084 0.941 1.360 0.555 0.10
H 4.386 -0.416 2.745 -1.185 0.133 -1.255 0.10
H 3.517 0.986 1.936 0.022 -1.802 0.100 0.11
H 2.192 -1.930 1.625 0.089 1.688 0.769 0.11
H 1.988 -0.967 3.227 0.396 -0.036 -1.817 0.11
H 1.211 0.153 0.351 -0.404 -0.111 1.762 0.12
H 0.819 1.006 1.954 0.611 -1.415 -0.446 0.11
H -0.474 -1.602 0.716 -0.046 1.136 1.558 0.11
H -0.551 -1.296 2.593 0.060 0.598 -1.533 0.11
H -1.421 0.752 0.287 -0.704 -0.668 1.320 0.10
H -1.487 1.114 2.102 -0.533 -1.350 -1.325 0.10
H -3.089 -1.501 1.014 0.446 1.583 0.654 0.08
H -3.378 -0.499 2.548 0.567 0.178 -1.784 0.09
H -5.526 1.218 -0.266 0.196 -0.428 0.127 0.05
H -5.564 -0.450 2.563 -0.428 1.360 -0.750 0.08
H -6.802 0.153 1.342 1.790 0.544 0.628 0.08
H -5.330 1.766 3.595 -0.631 0.550 -1.473 0.10
H -5.929 2.754 2.051 0.299 -1.498 0.770 0.08
H -7.590 1.491 4.363 0.000 0.621 -1.547 0.10
H -8.226 1.073 2.667 1.196 0.755 0.885 0.09
H -7.315 4.002 3.316 -1.572 -0.966 -0.717 0.12
H -9.061 3.514 3.654 1.034 -0.419 -0.973 0.11
H -9.086 2.755 1.165 0.681 0.923 0.311 0.12
H -9.381 6.666 1.566 0.502 -0.390 0.212 0.03
H -10.061 5.390 -0.447 -0.067 -0.679 0.896 0.08
H -11.075 5.344 0.860 0.895 -0.519 -0.263 0.07
H -3.719 -0.623 -2.741 -1.551 0.764 0.655 0.12
H -4.942 0.883 -2.578 0.109 -2.158 0.211 0.13
H -5.216 -3.306 -1.396 -0.732 1.144 -1.127 0.12
H -4.857 -2.520 -3.046 -0.807 0.408 1.403 0.12
H -7.937 -2.958 -4.368 0.081 0.793 0.813 0.11
C -10.491 -5.012 -2.667 0.004 0.158 0.297 -0.01
C -10.525 -6.498 -2.984 -0.027 1.069 0.502 -0.33
C -9.343 -6.994 -3.765 0.593 -0.152 0.192 -0.11
O -9.878 -8.123 -4.446 -0.546 -0.025 -0.142 0.06
C -11.213 -7.886 -4.601 -0.791 -0.480 -0.586 -0.54
O -11.941 -8.535 -5.298 0.656 0.504 0.569 0.15
O -11.608 -6.812 -3.861 0.189 -0.829 -0.551 0.08
H -11.356 -4.488 -3.081 0.034 -0.216 -0.010 0.09
H -10.496 -4.860 -1.585 0.027 0.099 -0.171 0.09
H -9.585 -4.532 -3.042 -0.149 -0.078 0.069 0.05
H -10.668 -7.077 -2.065 0.082 -0.093 -0.146 0.16
H -8.512 -7.289 -3.122 -0.081 -0.111 -0.136 0.13
H -8.982 -6.281 -4.513 -0.125 0.112 0.132 0.14
C 9.961 3.919 -7.243 0.136 -0.016 -0.486 -0.01
C 10.817 4.144 -6.006 -0.417 -0.037 -0.908 -0.33
C 11.051 2.913 -5.179 0.400 -0.542 -0.032 -0.11
O 11.266 3.453 -3.881 -0.201 0.539 0.024 0.05
C 10.584 4.633 -3.835 -0.256 0.619 1.014 -0.53
O 10.385 5.262 -2.835 0.281 -0.502 -0.964 0.15
O 10.156 5.000 -5.076 0.261 -0.159 0.738 0.08
H 9.059 4.534 -7.230 0.141 -0.053 0.129 0.09
H 10.528 4.177 -8.142 -0.138 0.020 0.073 0.08
H 9.665 2.872 -7.353 -0.054 0.091 0.137 0.08
H 11.761 4.626 -6.283 -0.008 -0.096 0.138 0.16
H 11.923 2.347 -5.511 -0.026 0.060 0.199 0.14
H 10.186 2.244 -5.134 -0.039 0.135 -0.152 0.14
C 7.262 2.042 7.827 -0.082 0.177 0.464 -0.01
C 7.831 2.744 6.604 -0.268 -0.304 0.912 -0.33
C 6.816 3.079 5.551 -0.491 0.480 -0.066 -0.10
O 7.601 3.099 4.365 0.488 -0.406 0.054 0.04
C 8.648 2.253 4.579 0.683 -0.405 -0.808 -0.53
O 9.402 1.878 3.726 -0.639 0.218 0.952 0.14
O 8.721 1.887 5.890 0.055 0.215 -0.781 0.08
H 7.719 1.063 7.983 -0.005 0.135 -0.145 0.09
H 7.445 2.643 8.723 0.009 -0.144 -0.061 0.08
H 6.179 1.911 7.759 0.105 -0.075 -0.113 0.08
H 8.400 3.629 6.908 -0.069 -0.008 -0.155 0.16
H 6.345 4.050 5.718 0.088 -0.055 -0.192 0.14
H 6.036 2.319 5.434 0.094 -0.034 0.180 0.14
C -6.017 -6.667 0.090 -0.394 0.387 0.125 0.00
C -4.813 -6.477 -0.819 -0.883 0.151 0.670 -0.33
C -4.881 -7.245 -2.106 -0.278 0.113 -0.569 -0.11
O -3.506 -7.425 -2.426 0.340 -0.028 0.407 0.06
C -2.828 -7.420 -1.241 1.111 -0.249 0.295 -0.53
O -1.680 -7.738 -1.116 -1.004 0.238 -0.173 0.15
O -3.632 -7.009 -0.220 0.603 -0.300 -0.687 0.09
H -5.731 -7.076 1.062 0.097 0.022 -0.179 0.09
H -6.510 -5.707 0.264 0.056 -0.120 0.036 0.08
H -6.768 -7.326 -0.354 0.144 -0.071 0.021 0.08
H -4.639 -5.411 -0.996 0.045 -0.140 -0.104 0.14
H -5.392 -6.691 -2.896 0.188 -0.056 -0.021 0.14
H -5.342 -8.233 -2.005 -0.052 0.095 0.177 0.14

***

2.
67
Properties=species:S:1:pos:R:3:forces:R:3:nbo_charge:R:1 method="wB97M-V/def2-TZVPD" lumo_ha=0.0086 smiles="COC(=O)C1CCN(C(=O)COC(=O)c2ccc(OC)c(S(=O)(=O)N3CCCc4ccccc43)c2)CC1" homo_lumo_gap_ev=8.9 relative_energy_kj_mol=2.3 e_tot_ha=-2118.41998
C -3.537 1.516 2.444 -0.314 0.167 -0.240 -0.28
H -3.833 2.520 2.135 -0.042 -0.137 0.055 0.21
H -4.222 1.125 3.195 0.046 0.011 -0.041 0.19
H -3.504 0.855 1.576 -0.043 0.094 0.144 0.21
O -2.243 1.555 3.038 0.039 -0.331 0.201 -0.52
C -1.464 2.595 2.753 0.267 0.371 0.358 0.83
O -1.808 3.555 2.116 -0.018 0.038 -0.129 -0.61
C -0.097 2.470 3.418 -0.099 -0.149 -0.424 -0.33
C 0.312 1.016 3.641 0.147 0.102 0.272 -0.40
H 0.254 0.494 2.687 0.022 -0.091 0.020 0.22
H -0.376 0.529 4.332 0.012 -0.049 -0.030 0.23
C 1.732 0.929 4.206 -0.301 -0.280 0.060 -0.21
N 2.678 1.653 3.387 -0.275 0.309 0.124 -0.43
C 3.799 1.179 2.817 0.227 -0.580 0.031 0.66
O 4.592 1.885 2.224 0.305 0.034 -0.199 -0.62
C 4.032 -0.339 2.896 0.567 0.241 -0.037 -0.17
H 4.966 -0.575 2.378 -0.213 0.141 0.157 0.24
O 2.940 -0.964 2.231 -0.288 0.139 0.179 -0.52
C 3.189 -1.887 1.292 0.194 -0.316 -0.246 0.80
O 4.252 -2.426 1.122 -0.133 0.014 0.072 -0.58
C 1.964 -2.126 0.489 -0.199 0.043 -0.158 -0.22
C 1.008 -1.118 0.388 0.172 -0.087 0.102 -0.15
C -0.126 -1.301 -0.362 -0.620 0.471 -0.077 -0.33
C -0.351 -2.496 -1.052 0.086 -0.116 -0.025 0.34
C 0.618 -3.501 -0.964 -0.303 -0.017 -0.167 -0.33
C 1.760 -3.313 -0.207 0.138 0.304 0.196 -0.05
H 2.506 -4.091 -0.144 0.073 -0.077 -0.016 0.23
H 0.482 -4.434 -1.487 -0.050 -0.067 -0.052 0.23
O -1.484 -2.565 -1.768 0.252 0.015 0.324 -0.48
C -1.780 -3.742 -2.489 -0.078 -0.226 -0.198 -0.25
H -1.872 -4.605 -1.824 0.025 0.043 0.005 0.18
H -1.022 -3.940 -3.253 -0.016 0.020 0.037 0.18
H -2.735 -3.546 -2.972 0.080 -0.051 0.012 0.22
S -1.310 0.057 -0.397 0.129 -0.195 0.181 2.34
O -2.613 -0.436 -0.074 0.067 -0.242 -0.371 -0.93
O -0.763 1.073 0.456 0.211 0.038 -0.231 -0.96
N -1.291 0.672 -1.948 -0.026 -0.111 1.215 -0.67
C -1.901 -0.028 -2.999 -0.632 -0.467 -0.746 0.14
C -3.235 -0.409 -2.881 -0.125 0.026 -0.151 -0.19
C -3.862 -1.090 -3.906 -0.015 0.041 0.093 -0.22
C -3.171 -1.385 -5.070 0.063 -0.057 -0.112 -0.22
C -1.853 -0.992 -5.196 -0.151 -0.042 0.036 -0.20
C -1.199 -0.315 -4.174 0.089 0.112 0.156 -0.04
C 0.230 0.119 -4.373 0.177 0.010 0.125 -0.42
C 0.891 0.522 -3.059 -0.150 0.103 -0.161 -0.41
C -0.084 1.400 -2.281 0.742 0.303 -0.040 -0.23
H -0.368 2.268 -2.884 -0.004 -0.022 0.092 0.21
H 0.340 1.754 -1.342 0.060 0.149 -0.221 0.24
H 1.817 1.066 -3.247 0.020 -0.026 0.041 0.22
H 1.131 -0.366 -2.469 0.064 0.041 -0.017 0.21
H 0.237 0.974 -5.058 0.052 -0.031 -0.013 0.22
H 0.794 -0.683 -4.855 -0.034 0.047 -0.042 0.22
H -1.308 -1.213 -6.103 0.066 -0.011 -0.088 0.21
H -3.658 -1.913 -5.877 -0.050 -0.037 -0.073 0.21
H -4.896 -1.380 -3.800 -0.097 -0.013 0.025 0.22
H -3.760 -0.179 -1.970 -0.105 0.042 0.005 0.24
H 1.149 -0.172 0.883 0.057 0.035 0.092 0.26
H 4.096 -0.695 3.929 -0.068 -0.013 -0.130 0.20
C 2.330 3.052 3.213 0.011 0.258 -0.376 -0.23
C 0.956 3.172 2.560 -0.029 0.121 0.350 -0.39
H 0.964 2.702 1.575 0.073 0.029 -0.081 0.22
H 0.692 4.221 2.431 0.005 -0.004 -0.045 0.23
H 2.324 3.542 4.194 0.030 0.019 -0.018 0.18
H 3.102 3.510 2.593 -0.105 -0.024 0.168 0.25
H 1.746 1.378 5.210 0.008 -0.111 -0.017 0.19
H 2.019 -0.116 4.289 0.035 0.059 0.075 0.22
H -0.172 2.983 4.387 -0.028 -0.010 -0.032 0.22

***

3.
86
Properties=species:S:1:pos:R:3:forces:R:3:lowdin_charge:R:1 method="wB97M-V/def2-TZVPD" lumo_ha=-0.0163 homo_lumo_gap_ev=7.3 relative_energy_kj_mol=0.0 e_tot_ha=-2399.92116
Cd -4.557 0.892 3.615 0.373 1.306 1.510 1.28
C -2.343 5.307 2.830 -0.684 0.271 -0.588 -0.11
C -1.861 4.676 1.758 0.080 0.158 0.229 -0.11
C -0.403 4.475 1.428 0.041 -0.248 -0.451 -0.20
C 0.251 3.210 2.038 0.204 0.224 -0.223 -0.19
C 0.013 2.937 3.496 -0.265 -0.173 0.270 -0.12
C -0.264 3.836 4.442 0.469 -0.322 0.177 -0.11
C -0.213 5.328 4.270 0.042 0.326 0.200 -0.21
C -1.557 5.988 3.908 0.190 0.047 0.504 -0.19
C -3.065 -0.552 4.155 0.037 -0.513 -0.616 -0.33
H -3.437 5.418 2.943 0.607 -0.258 -0.189 0.10
H -2.536 4.274 1.002 -0.144 0.024 0.356 0.10
H 0.202 5.356 1.657 -0.213 -0.094 -0.037 0.10
H -0.349 4.342 0.336 0.153 0.151 0.231 0.10
H -0.061 2.332 1.447 0.086 0.241 0.294 0.09
H 1.337 3.311 1.887 -0.121 -0.173 -0.119 0.12
H 0.093 1.875 3.754 -0.222 0.363 0.131 0.10
H -0.437 3.511 5.478 0.020 -0.113 -0.509 0.11
H 0.550 5.625 3.540 -0.128 -0.189 0.274 0.10
H 0.101 5.749 5.238 0.025 -0.007 -0.296 0.11
H -2.181 6.009 4.813 0.083 0.005 -0.181 0.10
H -1.345 7.048 3.671 -0.265 -0.341 -0.082 0.12
H -3.412 -1.218 4.960 0.035 0.310 -0.388 -0.06
H -2.178 0.007 4.499 -0.459 -0.125 -0.221 -0.06
H -2.815 -1.145 3.258 0.066 0.145 0.583 -0.07
P 0.467 -2.289 -3.957 -0.575 -0.286 -0.257 0.99
P 2.221 -3.814 -1.779 0.150 -0.882 0.158 0.99
C 2.224 -1.897 -3.769 0.981 -0.325 0.958 -0.33
C 2.977 -2.585 -2.871 -0.304 0.707 -1.226 -0.35
C 0.314 -2.292 -5.797 -0.040 -0.087 -0.099 -0.40
C 1.201 -1.632 -6.659 -0.460 -0.109 -0.318 -0.10
C 0.958 -1.613 -8.037 -0.052 -0.192 0.156 -0.08
C -0.145 -2.291 -8.564 -0.048 -0.031 0.299 -0.09
C -1.000 -3.007 -7.713 0.219 0.141 -0.048 -0.09
C -0.763 -3.022 -6.339 0.351 0.453 -0.085 -0.11
C -0.272 -0.679 -3.468 0.128 0.199 -0.045 -0.37
C -0.219 -0.359 -2.098 -0.121 0.221 -0.423 -0.10
C -0.710 0.867 -1.654 -0.040 0.005 -0.145 -0.09
C -1.251 1.781 -2.566 0.094 -0.216 -0.107 -0.09
C -1.318 1.453 -3.923 -0.049 -0.071 0.219 -0.09
C -0.848 0.217 -4.376 0.073 0.146 0.353 -0.09
C 3.506 -5.152 -2.029 -0.038 0.059 0.003 -0.36
C 3.514 -5.794 -3.284 0.293 0.106 0.340 -0.11
C 4.520 -6.709 -3.599 0.038 0.061 0.253 -0.09
C 5.515 -7.007 -2.659 -0.160 0.178 0.092 -0.10
C 5.482 -6.411 -1.393 -0.250 -0.062 -0.220 -0.09
C 4.466 -5.504 -1.071 0.109 -0.016 -0.294 -0.09
C 2.708 -3.153 -0.144 -0.184 0.068 0.186 -0.42
C 2.043 -3.700 0.971 0.535 0.261 -0.151 -0.11
C 2.435 -3.335 2.257 0.122 0.121 -0.031 -0.09
C 3.465 -2.403 2.441 -0.099 -0.142 -0.217 -0.09
C 4.079 -1.817 1.332 -0.169 0.020 -0.034 -0.08
C 3.684 -2.167 0.037 -0.024 -0.246 0.486 -0.09
H 2.640 -1.084 -4.378 0.147 -0.410 0.283 0.07
H 4.069 -2.474 -2.809 -0.435 0.279 -0.121 0.08
H 2.082 -1.129 -6.267 -0.260 0.002 -0.139 0.08
H 1.638 -1.067 -8.694 -0.216 -0.202 0.152 0.10
H -0.337 -2.270 -9.638 0.056 -0.012 0.291 0.10
H -1.853 -3.553 -8.121 0.268 0.143 0.074 0.10
H -1.412 -3.590 -5.669 0.114 0.175 -0.163 0.10
H 0.221 -1.069 -1.393 -0.119 0.181 -0.150 0.09
H -0.668 1.112 -0.592 -0.003 -0.032 -0.264 0.09
H -1.617 2.748 -2.215 0.089 -0.273 -0.113 0.10
H -1.739 2.160 -4.638 0.062 -0.138 0.187 0.10
H -0.916 -0.042 -5.434 0.062 0.104 0.281 0.10
H 2.746 -5.552 -4.020 0.178 -0.036 0.149 0.10
H 4.534 -7.183 -4.582 0.000 0.122 0.298 0.10
H 6.315 -7.704 -2.913 -0.230 0.178 0.072 0.10
H 6.249 -6.645 -0.653 -0.228 0.022 -0.225 0.10
H 4.439 -5.053 -0.077 0.051 -0.069 -0.311 0.10
H 1.240 -4.421 0.814 0.214 0.136 0.059 0.10
H 1.940 -3.786 3.116 0.115 0.152 -0.150 0.10
H 3.782 -2.133 3.449 -0.093 -0.062 -0.281 0.10
H 4.874 -1.082 1.467 -0.234 -0.155 0.019 0.10
H 4.146 -1.683 -0.822 -0.030 -0.162 0.269 0.09
C -5.243 2.867 6.726 0.005 0.231 0.415 -0.08
C -5.697 3.377 5.368 -1.142 -0.658 -0.903 -0.64
C -5.725 4.899 5.356 0.035 0.446 0.375 -0.08
O -5.037 2.836 4.258 0.766 -0.449 -0.590 -0.49
H -4.472 3.525 7.145 0.018 -0.225 -0.046 0.07
H -4.847 1.850 6.698 -0.094 -0.026 -0.123 0.05
H -6.099 2.886 7.415 0.259 -0.032 -0.013 0.08
H -6.758 3.096 5.238 -0.017 -0.086 0.291 0.11
H -4.888 5.340 5.914 0.027 -0.097 -0.202 0.06
H -5.746 5.341 4.359 -0.029 -0.281 -0.041 0.07
H -6.642 5.206 5.876 0.176 0.138 -0.047 0.08